2 unconnected molecules or ions with the total composition C4H12. Source: the Open Molecules 2025 dataset; level of theory: ωB97M-V/def2-TZVPD.

The geometry in XYZ format:
```
16
C4H12 ωB97M-V/def2-TZVPD
C -0.3200 -3.0460 -0.1730
C -0.8110 -1.6225 0.1233
H 0.7276 -2.9280 -0.4615
H -0.3153 -3.7549 0.6540
H -0.8613 -3.5582 -0.9709
H 0.0133 -0.9173 0.1186
H -1.4564 -1.2603 -0.6824
H -1.4842 -1.4663 0.9681
C 0.0642 2.8939 -0.0518
C 1.1008 1.8609 0.1958
H 0.1154 3.8681 0.4468
H -0.1391 3.0985 -1.1073
H -0.8987 2.5003 0.2570
H 0.9925 1.2150 1.0807
H 1.0878 1.0783 -0.5749
H 2.1843 2.0383 0.1776
```

Results
SMILES string: CC.CC
LUMO energy in eV: 1.1
Orbital gap in eV: 12.71

***

2 unconnected molecules or ions with the total composition C4H12. Source: the Open Molecules 2025 dataset; level of theory: ωB97M-V/def2-TZVPD.

The geometry in XYZ format:
```
16
C4H12 ωB97M-V/def2-TZVPD
C -0.1208 1.1432 -2.1368
C 0.7086 1.5879 -0.9223
H 0.0710 0.1210 -2.4546
H -1.1850 1.1483 -1.8872
H 0.0474 1.8019 -2.9840
H 1.0408 0.7844 -0.2755
H 0.1121 2.2900 -0.3355
H 1.5664 2.1614 -1.2789
C -0.2335 -1.0447 2.2183
C -0.3437 -1.7124 0.8487
H -0.1977 0.0329 2.1551
H -1.1008 -1.2945 2.8244
H 0.6736 -1.3612 2.7023
H -0.0938 -2.7625 0.8444
H 0.2935 -1.1531 0.1539
H -1.2968 -1.5785 0.3285
```

Results
SMILES string: CC.CC
LUMO energy in eV: 1.2
Orbital gap in eV: 12.83